## P
Molecular formula: C5H7N3
Method: DFT, ωB97M-V/def2-TZVPD

Calculated values
Kohn-Sham gap   0.343 hartree
SMILES   [H]/N=C\C.N#CC=C=N
LUMO energy   0.5 eV
HOMO level   -0.325 Ha

ORCA input file:
```
! RIJCOSX wB97M-V def2-TZVPD def2/J DEFGRID3
* xyz 0 1
H 0.91 -0.65 1.70
N 0.42 -0.90 0.85
C 0.97 -0.65 -0.24
C 2.10 0.27 -0.31
H 0.58 -0.87 -1.26
H 1.65 1.32 -0.62
H 2.64 0.44 0.71
H 2.71 0.09 -1.16
N -2.83 -2.11 -0.46
C -2.42 -1.20 0.10
C -1.91 -0.11 0.72
C -1.60 0.90 -0.04
N -1.23 1.85 -0.73
H -1.75 -0.24 1.82
H -0.24 1.87 -1.08
*
```

***

## Q
Molecular formula: C5H7N3
Method: DFT, ωB97M-V/def2-TZVPD

Calculated values
Kohn-Sham gap   0.363 hartree
SMILES   C1=NN2C[C@H]2[C@H]2N[C@H]12
LUMO energy   0.6 eV
HOMO level   -0.339 Ha

ORCA input file:
```
! RIJCOSX wB97M-V def2-TZVPD def2/J DEFGRID3
* xyz 0 1
C -0.65 1.45 0.01
N 0.56 1.61 -0.38
N 1.43 0.28 -0.33
C 1.40 -0.61 0.91
C 0.90 -1.16 -0.57
C -0.67 -0.72 -0.50
N -1.81 -0.95 0.12
C -0.97 0.17 0.57
H -1.25 2.38 0.33
H 2.38 -0.85 1.19
H 0.42 -0.59 1.65
H 1.39 -1.76 -1.29
H -0.95 -0.21 -1.39
H -2.66 -0.62 -0.56
H -0.62 0.24 1.73
*
```

***

## R
Molecular formula: C5H7N3
Method: DFT, ωB97M-V/def2-TZVPD

Calculated values
Kohn-Sham gap (spin up / spin down)   0.263 / 0.265 hartree
LUMO energy (spin up / spin down)   -0.6 / -0.7 eV
HOMO level (spin up / spin down)   -0.286 / -0.292 Ha

ORCA input file:
```
! RIJCOSX wB97M-V def2-TZVPD def2/J DEFGRID3
* xyz 0 1
C 3.96 0.00 0.11
C 0.84 1.45 -0.13
C 2.69 -0.28 0.49
C 1.70 -1.14 -0.31
C -1.47 0.57 0.35
N 5.02 0.45 0.14
N 0.37 -0.90 0.12
N -0.02 0.51 0.03
H 0.51 2.42 -0.25
H 1.94 -0.68 -1.31
H 1.99 -2.21 -0.29
H -2.00 1.06 -0.47
H -1.87 -0.43 0.49
H -1.57 1.18 1.19
H 0.05 -1.22 1.06
*
```

***

Question: which arrangement is favored energetically? Ranking from most to least stable: P, R, Q.

***

## P
Molecular formula: C5H7N3
Method: DFT, ωB97M-V/def2-TZVPD

Calculated values
Kohn-Sham gap   0.368 hartree
SMILES   CN1CN=C[C@H]1C#N
LUMO energy   0.8 eV
HOMO level   -0.340 Ha

ORCA input file:
```
! RIJCOSX wB97M-V def2-TZVPD def2/J DEFGRID3
* xyz 0 1
C 0.59 -1.12 1.30
N 0.09 -0.63 0.04
C 1.02 -0.32 -1.06
N 0.84 1.06 -1.37
C -0.17 1.54 -0.79
C -0.79 0.67 0.24
C -2.13 0.43 -0.22
N -3.10 0.22 -0.78
H -0.26 -1.34 1.84
H 0.96 -2.10 1.13
H 1.22 -0.40 1.86
H 0.93 -1.03 -2.01
H 2.05 -0.40 -0.66
H -0.42 2.60 -0.88
H -0.85 0.82 1.36
*
```

***

## Q
Molecular formula: C5H7N3
Method: DFT, ωB97M-V/def2-TZVPD

Calculated values
Kohn-Sham gap   0.320 hartree
SMILES   C=C(N)c1ncc[nH]1
LUMO energy   0.9 eV
HOMO level   -0.288 Ha

ORCA input file:
```
! RIJCOSX wB97M-V def2-TZVPD def2/J DEFGRID3
* xyz 0 1
C -1.32 1.04 1.28
C -1.08 -0.09 0.58
N -1.94 -1.15 0.51
C 0.32 -0.42 0.10
N 0.15 -0.67 -1.20
C 1.30 -0.26 -1.81
C 2.15 0.27 -0.89
N 1.46 0.30 0.29
H -0.63 1.84 1.32
H -2.20 1.10 1.91
H -1.68 -1.90 -0.14
H -2.91 -0.95 0.73
H 1.48 -0.48 -2.84
H 3.16 0.63 -0.99
H 1.73 0.74 1.15
*
```

***

Question: which arrangement is favored energetically? Ranking from most to least stable: Q, P.

***

## P
Molecular formula: C4H2O3
Method: DFT, ωB97M-V/def2-TZVPD

Calculated values
Kohn-Sham gap   0.320 hartree
SMILES   C#CC(=O)C(=O)O
LUMO energy   -1.9 eV
HOMO level   -0.389 Ha

ORCA input file:
```
! RIJCOSX wB97M-V def2-TZVPD def2/J DEFGRID3
* xyz 0 1
C -0.82 0.05 -2.00
C -0.89 0.08 -0.73
C -0.73 -0.10 0.69
O -1.85 0.12 1.33
C 0.56 -0.23 1.19
O 1.03 -0.76 2.19
O 1.31 0.42 0.06
H -0.98 0.31 -3.05
H 2.36 0.11 0.33
*
```

***

## Q
Molecular formula: C4H2O3
Method: DFT, ωB97M-V/def2-TZVPD

Calculated values
Kohn-Sham gap   0.350 hartree
LUMO energy   -0.4 eV
HOMO level   -0.366 Ha

ORCA input file:
```
! RIJCOSX wB97M-V def2-TZVPD def2/J DEFGRID3
* xyz 0 1
C 0.85 -2.45 -0.74
C -0.19 -1.58 -0.22
C -0.17 -1.17 1.21
C 0.07 -0.18 0.13
O -0.28 -1.41 2.35
O -0.13 -3.24 -1.19
O -1.19 -2.36 -0.90
H 1.06 0.12 -0.17
H -0.50 0.70 -0.04
*
```

***

Question: which arrangement is favored energetically? Ranking from most to least stable: P, Q.